Record 1
A cluster of 7 separate species, C32H31F5N2O4 in total in a non-equilibrium geometry. Source: the Open Molecules 2025 dataset; level of theory: ωB97M-V/def2-TZVPD.

Results
HOMO-LUMO gap = 9.331 eV
E_LUMO = 0.31 eV
total charge = 0
SMILES = C[N+](=O)[O-].C[N+](=O)[O-].Fc1ccccc1.Fc1ccccc1.Fc1ccccc1.Fc1ccccc1.Fc1ccccc1
HOMO = -9.02 eV
ΔE to the lowest compared entry with this formula, charge and spin = 0.00 kcal per mole

XYZ file:
```
74
C32H31F5N2O4, DFT ωB97M-V/def2-TZVPD
C -5.866 1.944 2.526
N -4.782 2.986 2.151
O -4.157 2.892 1.095
O -4.644 3.947 2.899
H -5.723 1.024 1.950
H -6.814 2.374 2.366
H -5.743 1.837 3.588
C -0.017 0.412 2.493
N -1.150 0.073 1.593
O -0.872 -0.069 0.443
O -2.297 -0.007 2.036
H 0.546 1.134 2.011
H 0.582 -0.515 2.600
H -0.414 0.678 3.482
F 2.050 -2.188 1.354
C 0.998 -2.886 0.867
C 1.086 -3.347 -0.464
C 0.064 -4.113 -1.001
C -1.021 -4.487 -0.209
C -1.022 -4.019 1.146
C -0.043 -3.207 1.690
H 1.957 -3.220 -1.116
H 0.294 -4.586 -1.965
H -1.779 -4.983 -0.737
H -1.853 -4.355 1.791
H -0.183 -2.925 2.710
F 0.688 -1.757 -5.858
C 1.207 -0.760 -5.038
C 1.801 -1.231 -3.895
C 2.288 -0.272 -3.011
C 2.190 1.056 -3.280
C 1.630 1.481 -4.524
C 1.083 0.532 -5.434
H 1.887 -2.308 -3.751
H 2.883 -0.564 -2.143
H 2.631 1.750 -2.608
H 1.568 2.558 -4.670
H 0.497 0.736 -6.338
F 4.534 0.721 3.990
C 4.874 1.061 2.743
C 5.724 2.113 2.493
C 5.965 2.496 1.204
C 5.510 1.789 0.111
C 4.603 0.784 0.405
C 4.335 0.366 1.688
H 6.032 2.705 3.289
H 6.701 3.335 1.021
H 5.691 2.155 -0.855
H 4.262 0.154 -0.459
H 3.796 -0.572 1.826
F -0.659 2.729 -0.686
C -0.011 3.333 0.350
C 1.276 3.027 0.671
C 1.902 3.717 1.662
C 1.192 4.609 2.402
C -0.146 4.872 2.167
C -0.792 4.238 1.136
H 1.920 2.413 0.105
H 2.942 3.516 1.888
H 1.693 5.118 3.186
H -0.653 5.682 2.679
H -1.824 4.433 0.810
F -2.705 -3.442 -3.931
C -3.374 -3.445 -2.751
C -4.276 -4.450 -2.341
C -4.892 -4.443 -1.064
C -4.698 -3.312 -0.243
C -3.857 -2.279 -0.754
C -3.186 -2.314 -1.914
H -4.428 -5.250 -3.081
H -5.572 -5.248 -0.832
H -5.206 -3.235 0.758
H -3.686 -1.460 -0.089
H -2.535 -1.529 -2.333
```


Record 2
A structure of composition C32H31N9O2S2V. Source: the Open Molecules 2025 dataset; level of theory: ωB97M-V/def2-TZVPD.

Results
HOMO-LUMO gap (spin up / spin down) = 6.778 / 6.543 eV
E_LUMO (spin up / spin down) = 0.26 / 0.02 eV
multiplicity = 4
total charge = 0
HOMO (spin up / spin down) = -6.52 / -6.53 eV
ΔE to the lowest compared entry with this formula, charge and spin = 33.33 kcal per mole

XYZ file:
```
77
C32H31N9O2S2V, DFT ωB97M-V/def2-TZVPD
V 0.851 -0.700 0.309
N -3.109 -0.069 2.777
C -1.733 -0.020 2.626
S -0.953 1.484 2.516
N -1.158 -1.202 2.624
N 0.144 -1.227 2.218
C 1.023 -1.716 3.020
C 0.795 -1.935 4.472
C -0.108 -2.888 4.931
C -0.308 -3.058 6.293
C 0.384 -2.270 7.203
C 1.276 -1.310 6.748
C 1.483 -1.144 5.387
C 2.352 -2.004 2.440
C 3.400 -2.538 3.183
C 4.610 -2.784 2.560
C 4.753 -2.497 1.211
C 3.666 -1.981 0.532
N 2.495 -1.753 1.126
H -3.499 0.753 3.206
H -3.460 -0.950 3.124
H -0.661 -3.481 4.216
H -1.012 -3.800 6.645
H 0.220 -2.398 8.265
H 1.805 -0.680 7.453
H 2.160 -0.378 5.027
H 3.258 -2.753 4.232
H 5.437 -3.195 3.125
H 5.685 -2.665 0.690
H 3.716 -1.728 -0.521
N 3.272 2.040 -1.961
C 2.311 1.401 -2.628
S 2.176 -0.289 -2.600
N 1.437 2.115 -3.371
C 1.311 3.525 -3.472
C 0.036 4.077 -3.427
C -0.129 5.447 -3.548
C 0.975 6.274 -3.704
C 2.244 5.718 -3.765
C 2.418 4.345 -3.664
H 3.749 1.482 -1.273
H 3.180 3.021 -1.733
H 0.673 1.560 -3.722
H -0.820 3.431 -3.274
H -1.124 5.870 -3.502
H 0.846 7.345 -3.785
H 3.109 6.353 -3.905
H 3.404 3.913 -3.764
C -3.486 -1.209 -3.949
N -3.163 -1.822 -2.665
N -2.063 -1.268 -2.007
C -1.357 -2.283 -1.382
O -0.380 -2.118 -0.643
C -2.004 -3.506 -1.757
C -3.049 -3.186 -2.553
C -3.997 -4.079 -3.272
C -2.186 0.063 -1.504
C -3.437 0.606 -1.257
C -3.527 1.897 -0.751
C -2.386 2.627 -0.464
C -1.137 2.072 -0.704
C -1.036 0.803 -1.250
H -3.513 -0.130 -3.823
H -4.474 -1.543 -4.256
H -2.748 -1.469 -4.713
H -1.698 -4.485 -1.430
H -3.799 -5.114 -3.006
H -3.888 -3.978 -4.354
H -5.029 -3.841 -3.012
H -4.329 0.018 -1.427
H -4.503 2.314 -0.545
H -2.463 3.609 -0.018
H -0.233 2.608 -0.450
H -0.067 0.410 -1.555
O 3.059 3.106 0.881
C 2.444 2.084 0.761
N 1.867 1.070 0.568
```


Q: Which formula does entry 2 have?
A: C32H31N9O2S2V